# 1
Density functional theory data (wB97M-V/def2-TZVPD) for a structure of composition C14H19Cl2NPtSSi at a distorted geometry.

Each line ends with the Mulliken charge.
CARTESIAN COORDINATES (ANGSTROEM)
Pt  -0.27110  0.64997  0.17675  0.399
Cl  2.09716  1.55185  2.40032  0.292
C  3.14279  2.12760  3.56155  -0.919
Cl  -1.73322  2.18475  2.62594  -0.203
H  2.90752  3.13637  3.87907  0.287
H  4.18091  1.89508  3.35075  0.286
S  3.45745  1.74148  -0.24923  -0.253
C  1.26056  3.33043  0.33456  0.058
C  0.00849  3.41058  1.05223  -0.412
C  -0.59521  2.22927  1.31597  -0.070
C  2.12521  2.35578  0.68156  -0.281
C  2.88405  0.09232  -0.42918  0.535
C  3.72223  -0.80081  -1.10107  -0.796
C  3.46971  -2.15992  -1.06776  -0.191
C  2.31690  -2.62873  -0.46251  -0.932
C  1.45614  -1.68775  0.02211  -0.005
N  1.72517  -0.38581  -0.03959  -0.079
H  1.52741  4.03051  -0.45355  0.388
H  -0.43077  4.35549  1.34625  0.408
H  4.58245  -0.42400  -1.63649  0.362
H  4.20715  -2.83874  -1.47545  0.388
H  2.08964  -3.67724  -0.34435  0.428
H  0.50349  -1.97926  0.45304  0.449
C  -2.55766  -2.12593  0.63498  -1.064
Si  -2.70172  -0.91642  -0.79954  0.227
C  -4.46033  -0.95586  -1.45236  -1.086
C  -1.51248  -1.42007  -2.18465  -1.039
C  -2.24959  0.81266  -0.25253  -1.068
H  -2.33649  -3.13913  0.28984  0.339
H  -3.49194  -2.17010  1.19886  0.339
H  -1.77216  -1.81975  1.32987  0.345
H  -4.76450  -1.96785  -1.73200  0.293
H  -4.56523  -0.31883  -2.33287  0.315
H  -5.15627  -0.59760  -0.69103  0.294
H  -1.34729  -2.49933  -2.21343  0.294
H  -0.52856  -0.93988  -2.11056  0.321
H  -1.92267  -1.12085  -3.15197  0.341
H  -2.87510  1.12633  0.58373  0.558
H  -2.39212  1.54338  -1.05728  0.450

- Energy above the lowest of the compared OMol25 structures with the same formula, charge and spin: 5.8324 eV
- Total energy: -2326.7900 a.u.
- Gap between HOMO and LUMO: 7.35 eV
- E_LUMO: -0.190 eV

=====

# 2
Density functional theory data (wB97M-V/def2-TZVPD) for a structure of composition C24H29GaNO12 at a distorted geometry.

Each line ends with the Mulliken charge.
CARTESIAN COORDINATES (ANGSTROEM)
C  -1.14448  -0.76581  0.38383  -0.629
N  -1.56273  0.14802  -0.74747  -0.287
C  -2.14866  1.45621  -0.26412  -0.539
Ga  -3.82193  1.27663  0.94141  0.311
C  -5.60761  1.39776  -0.11245  -0.843
C  -6.57817  0.08469  0.07327  0.442
C  -7.51313  0.14577  1.45183  -1.009
C  -7.49317  -0.01726  -1.30574  -1.001
H  -1.99290  -1.04244  1.14035  0.275
H  -0.24266  -0.34614  1.01289  0.130
H  -0.81545  -1.79265  -0.12842  0.108
H  -0.68452  0.36043  -1.31052  0.212
H  -2.50698  2.03805  -1.24298  0.198
H  -1.38443  2.17084  0.27040  0.162
H  -3.76324  2.52587  1.98681  -0.341
H  -3.77912  -0.04503  1.89168  -0.283
H  -6.22040  2.33864  0.27466  0.215
H  -5.32878  1.57841  -1.25154  0.185
H  -5.92022  -0.88610  0.10686  0.287
H  -7.28030  -0.83049  2.05832  0.198
H  -8.66408  0.11976  1.16848  0.284
H  -7.27702  1.07086  2.13127  0.265
H  -7.53672  -1.15821  -1.63795  0.168
H  -8.58497  0.38917  -1.10677  0.301
H  -7.05710  0.59612  -2.20253  0.220
C  2.77008  -1.05849  0.45260  -0.704
C  3.86882  -0.39132  0.81086  0.285
C  4.92128  -1.02798  1.65028  0.644
O  5.92882  -0.39598  1.94770  -0.566
C  4.70131  -2.41171  2.09919  -0.972
C  3.60088  -3.07753  1.74369  0.444
C  2.56196  -2.45006  0.88168  0.795
O  1.56989  -3.09359  0.55637  -0.593
O  3.38651  -4.37727  2.16429  -0.570
O  4.07014  0.91779  0.41357  -0.579
H  1.99816  -0.60869  -0.15908  0.543
H  5.46567  -2.85636  2.72351  0.447
H  2.52362  -4.63851  1.77483  0.351
H  4.93579  1.17689  0.79802  0.314
C  -4.69631  0.45609  -6.44063  -0.838
C  -4.12424  0.00524  -5.32251  0.327
C  -4.64549  -1.19876  -4.61801  0.932
O  -4.08729  -1.60043  -3.60308  -0.607
C  -5.83244  -1.86445  -5.17712  -0.879
C  -6.40643  -1.41138  -6.29332  0.419
C  -5.86849  -0.22418  -7.01257  0.930
O  -6.40668  0.15763  -8.04636  -0.640
O  -7.52380  -2.03057  -6.82275  -0.585
O  -3.02379  0.64096  -4.77753  -0.563
H  -4.32645  1.32871  -6.96414  0.410
H  -6.21163  -2.72768  -4.64536  0.422
H  -7.74863  -1.51761  -7.62949  0.344
H  -2.79541  0.12441  -3.97423  0.309
C  9.76241  2.46689  3.08276  -0.782
C  8.78060  1.57366  3.22026  0.387
C  8.67739  0.71834  4.43493  0.902
O  7.75326  -0.08019  4.54137  -0.569
C  9.71001  0.86708  5.47232  -0.970
C  10.69369  1.75794  5.33304  0.368
C  10.78088  2.63213  4.13124  0.974
O  11.68625  3.45441  4.04009  -0.620
O  11.66897  1.90104  6.30285  -0.568
O  7.82122  1.41085  2.23781  -0.553
H  9.84814  3.09660  2.20615  0.428
H  9.63323  0.22681  6.34174  0.406
H  12.26492  2.60769  5.97121  0.346
H  7.22195  0.70849  2.57224  0.405

- Total energy: -3814.1949 a.u.
- Gap between HOMO and LUMO: 4.07 eV
- Total charge: -1
- E_LUMO: -0.428 eV

=====

# 3
Density functional theory data (wB97M-V/def2-TZVPD) for an isolated molecule of C7H10Cl4 at a distorted geometry.

Each line ends with the Mulliken charge.
CARTESIAN COORDINATES (ANGSTROEM)
C  0.74338  1.16399  -0.65897  -0.600
C  -0.70736  1.60512  -0.24370  -0.914
C  1.70757  0.48572  0.31065  -0.799
C  -1.60898  0.47608  -0.56206  -0.227
C  1.67223  -1.00165  -0.02274  0.284
C  -1.97135  -0.57722  0.31148  0.277
C  0.98705  -1.86072  0.96576  -1.232
Cl  -3.33263  1.38030  -1.22859  -0.251
Cl  2.14030  -1.61347  -1.54852  -0.176
Cl  -2.37154  -0.16774  1.91903  -0.116
Cl  -2.75915  -1.97985  -0.34023  -0.128
H  0.42303  0.60012  -1.57060  0.422
H  1.38155  2.06565  -1.00660  0.324
H  -0.67262  1.92179  0.71174  0.557
H  -0.88099  2.36506  -0.87215  0.414
H  2.75308  1.01070  0.29416  0.349
H  1.51986  0.72808  1.29640  0.485
H  -1.54555  -0.08019  -1.54673  0.313
H  0.22428  -1.38478  1.55726  0.191
H  1.58859  -2.34405  1.67862  0.405
H  0.70925  -2.79292  0.55578  0.423

- Total energy: -2113.3228 a.u.
- Gap between HOMO and LUMO (spin up / spin down): 8.10 / 8.73 eV
- ⟨S²⟩: 2.016
- Spin multiplicity: 3
- E_LUMO (spin up / spin down): 0.565 / -1.827 eV

=====

# 4
Density functional theory data (wB97M-V/def2-TZVPD) for a cluster of 2 separate species, C3H7N4O2 in total at a distorted geometry.

Each line ends with the Mulliken charge.
CARTESIAN COORDINATES (ANGSTROEM)
C  -1.99994  -0.58765  0.37081  0.469
C  2.28820  0.62574  -0.39007  -0.301
C  1.66915  1.95902  0.04017  -0.264
N  -2.19810  -2.90762  0.01974  -0.614
N  -2.37341  -1.66959  0.19237  0.498
N  0.26008  0.18511  0.36034  0.168
N  1.25269  -0.29590  -0.03502  -0.365
O  -2.31516  0.62390  0.24383  -0.334
O  0.32416  1.58746  0.38524  -0.395
H  2.62847  0.48809  -1.43819  0.282
H  3.15023  0.41959  0.32657  0.270
H  2.18589  2.51319  0.80995  0.268
H  1.43585  2.66394  -0.88286  0.224
H  -2.15211  -3.34463  -0.92699  0.291
H  -2.60340  -3.50215  0.66983  0.259
H  -1.55256  1.24149  0.25427  0.544

- Energy above the lowest of the compared OMol25 structures with the same formula, charge and spin: 5.6300 eV
- Total energy: -487.5724 a.u.
- Gap between HOMO and LUMO: 10.37 eV
- Total charge: +1
- E_LUMO: -3.952 eV